C9H20FeIN | ωB97M-V/def2-TZVPD

Each line ends with the Mulliken spin population.
CARTESIAN COORDINATES (ANGSTROEM)
Fe (-15.4437, 19.1368, 10.4272)  3.66
I (-16.9848, 20.3995, 11.6008)  0.33
C (-14.0490, 22.8895, 10.8761)  0.01
C (-15.5490, 22.9407, 10.9126)  0.00
C (-16.1064, 23.1372, 12.4045)  0.02
C (-16.0494, 24.5872, 12.9127)  0.00
N (-16.0281, 24.6690, 14.4976)  0.00
C (-17.1718, 23.9321, 15.1727)  0.00
C (-17.4078, 24.6808, 16.5126)  0.00
C (-17.1566, 26.0668, 16.0386)  0.00
C (-16.1644, 26.1319, 14.9812)  0.00
C (-14.6506, 24.1011, 14.9304)  0.00
H (-13.6636, 23.1317, 9.8857)  0.00
H (-13.6741, 21.9098, 11.1725)  0.00
H (-13.6133, 23.7030, 11.4561)  0.00
H (-16.0760, 22.0595, 10.5469)  0.01
H (-15.9296, 23.7821, 10.3336)  0.00
H (-15.6324, 22.4440, 13.0994)  0.00
H (-17.1579, 22.8511, 12.4249)  -0.01
H (-16.9931, 25.0725, 12.6634)  0.00
H (-15.2207, 25.2472, 12.6563)  0.00
H (-17.0379, 22.8538, 15.2585)  0.00
H (-17.9822, 24.2556, 14.5195)  0.00
H (-16.6924, 24.3575, 17.2688)  0.00
H (-18.3639, 24.5226, 17.0115)  0.00
H (-16.9101, 26.6459, 16.9286)  0.00
H (-18.0390, 26.5602, 15.6313)  0.00
H (-15.2181, 26.4928, 15.3840)  0.00
H (-16.3521, 26.8832, 14.2142)  0.00
H (-13.8529, 24.7405, 14.5524)  0.00
H (-14.4159, 23.0825, 14.6215)  0.00
H (-14.5587, 24.1816, 16.0136)  0.00

Computed properties:
Energy = -53616.39073 eV
Charge = +2
Spin multiplicity = 5
Expectation value of S² = 6.01
Largest force on an atom = 0.07386 hartree/bohr



C4H4N2O | ωB97M-V/def2-TZVPD

Each line ends with the natural charge from an NBO analysis.
CARTESIAN COORDINATES (ANGSTROEM)
N (2.6228, 0.4873, 0.0130)  -0.63
C (1.4168, 0.1470, -0.0416)  0.38
C (-0.5487, -2.6637, 0.0759)  0.31
N (-1.0441, -1.5967, 0.0461)  -0.55
C (-1.5994, -0.3342, 0.0040)  -0.17
C (-0.9187, 0.8161, -0.0128)  0.18
O (0.4062, 1.0901, 0.0096)  -0.50
H (2.7080, 1.5017, 0.0994)  0.35
H (1.1196, -0.8913, -0.1383)  0.18
H (-2.6829, -0.3007, -0.0165)  0.24
H (-1.4796, 1.7444, -0.0387)  0.21

Computed properties:
Energy = -9237.78542 eV
Largest force on an atom = 0.02153 hartree/bohr



C35H43N8RhSi | ωB97M-V/def2-TZVPD

Each line ends with the Mulliken spin population.
CARTESIAN COORDINATES (ANGSTROEM)
Rh (-0.8063, 0.5815, 1.5462)  2.51
N (-0.7267, -1.3383, 4.4738)  0.01
C (-1.1391, -0.0277, 4.7525)  0.00
C (-1.2219, 0.4621, 6.0839)  0.01
C (-1.5618, 1.8020, 6.2772)  0.00
C (-1.9071, 2.6236, 5.2257)  0.00
C (-1.8097, 2.0403, 3.9842)  0.00
N (-1.3076, 0.8278, 3.7136)  0.10
C (-1.3216, -2.1917, 3.5232)  0.00
C (-1.4464, -3.5634, 3.7318)  0.00
C (-2.0535, -4.2104, 2.7019)  0.00
C (-2.5541, -3.6118, 1.5111)  0.00
C (-2.3803, -2.2650, 1.4660)  -0.01
N (-1.7345, -1.5839, 2.4335)  0.07
H (-0.4887, -1.7682, 5.3630)  0.00
H (-0.9810, -0.2254, 6.8358)  0.00
H (-1.6121, 2.2584, 7.3306)  0.00
H (-2.1698, 3.7369, 5.3168)  0.00
H (-2.0416, 2.6339, 3.0657)  0.00
H (-1.1505, -4.0714, 4.6831)  0.00
H (-2.1879, -5.3385, 2.8256)  0.00
H (-3.1003, -4.2707, 0.8111)  0.00
H (-2.8585, -1.6719, 0.6621)  0.01
C (-0.3404, 1.6266, -2.4170)  0.91
Si (0.8404, 0.2563, -2.2949)  -0.09
C (0.6615, -0.8784, -0.7796)  0.02
N (0.8809, -0.5832, 0.6769)  0.15
C (1.9916, 0.3624, 0.8923)  0.00
C (3.3673, -0.3081, 1.0390)  0.01
C (3.4768, -1.7155, 0.4282)  0.00
C (2.3673, -2.5926, 1.0319)  0.01
C (1.0762, -1.8417, 1.4422)  0.01
C (2.7018, 0.7828, -2.5764)  0.01
C (3.5315, -0.2339, -3.0108)  0.00
C (4.8716, 0.0224, -3.2945)  0.00
C (5.3941, 1.2949, -3.1835)  0.00
C (4.5585, 2.2930, -2.6878)  0.00
C (3.2133, 2.0633, -2.4600)  0.00
C (0.3827, -0.8691, -3.6523)  0.04
C (-0.7272, -1.7368, -3.6508)  0.00
C (-1.1377, -2.4525, -4.7744)  -0.01
C (-0.3722, -2.3201, -5.9494)  0.01
C (0.6437, -1.3948, -6.0168)  0.00
C (0.9915, -0.6236, -4.9349)  -0.01
H (-1.3830, 1.4188, -2.6587)  0.04
H (-0.1240, 2.6738, -2.6561)  -0.04
H (1.2596, -1.6978, -1.0696)  0.00
H (-0.3571, -1.2727, -0.8989)  0.00
H (1.7742, 0.8929, 1.8461)  0.03
H (2.0713, 1.0690, 0.0538)  -0.01
H (3.6268, -0.2933, 2.1132)  0.00
H (4.1107, 0.3846, 0.6567)  0.00
H (4.4413, -2.1481, 0.6297)  0.00
H (3.4744, -1.5768, -0.6141)  0.00
H (2.7049, -2.9906, 1.9006)  0.00
H (2.0428, -3.4475, 0.3944)  0.00
H (1.0550, -1.6442, 2.5025)  -0.01
H (0.2323, -2.4730, 1.1925)  0.00
H (2.9923, -1.1693, -3.2361)  0.00
H (5.4789, -0.7331, -3.7368)  0.00
H (6.3656, 1.4836, -3.5364)  0.00
H (4.8881, 3.3106, -2.6768)  0.00
H (2.6249, 2.9000, -2.1882)  0.00
H (-1.2736, -1.8685, -2.7007)  0.00
H (-2.0223, -3.0710, -4.8537)  0.00
H (-0.7325, -2.9279, -6.8201)  0.00
H (1.2076, -1.2649, -6.9375)  0.00
H (1.9109, 0.0068, -4.9883)  0.00
N (0.5653, 4.6179, 0.7383)  0.01
C (1.2131, 4.4443, 1.9071)  0.01
C (0.7561, 3.3138, 2.4638)  0.01
N (-0.1315, 2.7618, 1.5424)  0.04
C (-0.1983, 3.5406, 0.5438)  0.05
H (0.4930, 5.4521, 0.1850)  0.00
H (1.8595, 5.1932, 2.3693)  0.00
H (1.0577, 2.8223, 3.3888)  0.00
H (-0.8332, 3.4451, -0.3509)  -0.02
C (-4.8957, -0.5794, -1.9095)  0.00
N (-4.3021, 0.6849, -1.4152)  0.01
C (-5.1145, 1.9173, -1.6535)  0.00
C (-3.3554, 0.5779, -0.5246)  0.01
N (-2.4857, 0.4617, 0.2378)  0.09
H (-5.9817, -0.5305, -1.9853)  0.00
H (-4.5783, -1.3764, -1.2365)  0.00
H (-4.4231, -0.7657, -2.9048)  0.00
H (-4.5559, 2.7866, -1.3089)  0.00
H (-6.0889, 1.7986, -1.2020)  0.00
H (-5.1812, 1.8923, -2.7483)  0.00

Computed properties:
Energy = -59782.95257 eV
Charge = +2
Spin multiplicity = 5
Expectation value of S² = 6.01
Largest force on an atom = 0.06675 hartree/bohr